Entry 1:
The following is a quantum chemistry calculation of C27H51As3LiN3Si as an isolated structure, from OMol25.

Computed properties:
**Gap between HOMO and LUMO**: 5.843 eV
**M**: 677.5 g mol⁻¹
**Maximum force**: 0.3 eV/A
**Energy above the lowest of the compared OMol25 structures with the same formula, charge and spin**: 0.282 eV

Structure (XYZ):
```
86
Properties=species:S:1:pos:R:3:nbo_charge:R:1
Li -0.67 1.65 0.62 0.7468
N -2.73 1.23 0.09 -0.8715
C -3.48 2.50 0.07 -0.2251
C -2.63 3.59 -0.56 -0.2276
N -1.27 3.64 -0.02 -0.6696
C -1.05 4.50 1.14 -0.2372
C -1.42 3.84 2.46 -0.2250
N -0.77 2.53 2.57 -0.8802
H -2.58 0.88 -0.85 0.3742
H -3.24 0.52 0.60 0.3734
H -3.72 2.75 1.11 0.1864
H -4.43 2.44 -0.47 0.1796
H -3.15 4.56 -0.45 0.1812
H -2.55 3.39 -1.63 0.1996
H -0.61 3.88 -0.74 0.3951
H -1.59 5.46 1.05 0.1777
H 0.02 4.73 1.16 0.2320
H -2.50 3.69 2.52 0.1800
H -1.15 4.53 3.27 0.1857
H -1.10 2.04 3.39 0.3710
H 0.23 2.65 2.67 0.3855
C 0.79 -0.83 -3.67 -0.9468
As -0.63 -0.59 -2.34 0.8913
C -2.06 -0.20 -3.65 -0.9550
C -1.18 -2.48 -2.12 -0.7255
C -0.47 -3.32 -1.05 -0.0607
C 1.04 -3.06 -1.12 -0.6245
C -0.96 -3.00 0.37 -0.7185
As -0.37 -1.31 1.22 0.8908
C 1.38 -1.90 1.86 -0.9581
C -1.34 -1.67 2.90 -0.9521
C -0.68 -4.82 -1.35 -0.7143
As -2.39 -5.83 -1.27 0.8790
C -3.83 -4.52 -1.55 -0.9581
C -2.62 -6.02 0.67 -0.9552
H 0.47 -1.53 -4.45 0.2110
H 1.69 -1.21 -3.20 0.2286
H 1.01 0.13 -4.12 0.2345
H -2.08 -0.95 -4.43 0.2157
H -1.88 0.78 -4.09 0.2261
H -3.03 -0.19 -3.15 0.2141
H -1.06 -2.96 -3.09 0.2112
H -2.25 -2.44 -1.92 0.2180
H 1.29 -2.01 -0.94 0.2226
H 1.43 -3.34 -2.11 0.2104
H 1.57 -3.65 -0.38 0.2159
H -0.62 -3.80 1.04 0.2116
H -2.05 -3.00 0.40 0.2109
H 1.33 -2.94 2.19 0.2080
H 1.67 -1.26 2.69 0.2284
H 2.14 -1.79 1.08 0.2577
H -1.15 -2.69 3.25 0.2150
H -2.41 -1.53 2.75 0.2147
H -1.00 -0.97 3.66 0.2205
H -0.04 -5.41 -0.68 0.2208
H -0.30 -5.01 -2.36 0.2202
H -3.81 -4.13 -2.56 0.2276
H -3.81 -3.69 -0.84 0.2063
H -4.77 -5.06 -1.41 0.2288
H -1.74 -6.52 1.09 0.2255
H -3.49 -6.66 0.85 0.2261
H -2.77 -5.07 1.18 0.2131
C 4.89 -1.64 0.33 -0.2488
C 4.18 -1.48 -0.85 -0.2159
C 3.33 -0.40 -1.02 -0.2765
C 3.14 0.56 -0.01 -0.3040
C 3.87 0.37 1.17 -0.2520
C 4.73 -0.70 1.34 -0.2167
Si 1.78 1.88 -0.23 0.3785
C 2.42 3.53 0.49 -0.4099
C 2.50 4.68 -0.30 -0.1847
C 2.72 5.94 0.24 -0.2329
C 2.90 6.10 1.61 -0.2482
C 2.85 4.97 2.42 -0.2095
C 2.61 3.72 1.87 -0.2629
H 5.56 -2.48 0.46 0.2074
H 4.30 -2.20 -1.66 0.2040
H 2.80 -0.28 -1.96 0.2004
H 3.76 1.08 1.98 0.1961
H 5.29 -0.80 2.27 0.2051
H 1.95 2.17 -1.71 -0.2086
H 2.39 4.58 -1.38 0.2021
H 2.77 6.81 -0.41 0.2058
H 3.08 7.08 2.03 0.2081
H 3.00 5.07 3.49 0.2042
H 2.55 2.87 2.54 0.1913
```


Entry 2:
The following is a quantum chemistry calculation of C22H38O3P2SSr as an isolated structure in a non-equilibrium geometry, from OMol25.

Computed properties:
**Gap between HOMO and LUMO**: 5.371 eV
**M**: 532.2 g mol⁻¹
**Maximum force**: 4.4 eV/A

Structure (XYZ):
```
67
Properties=species:S:1:pos:R:3:lowdin_charge:R:1
P -0.98 0.21 -2.26 0.7378
P 1.92 -1.31 -1.22 0.6582
C 0.37 -0.34 -3.37 -0.4127
C 1.19 -1.54 -2.82 -0.4234
H 1.01 0.54 -3.53 0.0865
H -0.13 -0.62 -4.31 0.0565
H 0.57 -2.45 -2.74 0.0941
H 2.08 -1.73 -3.42 0.0586
C 3.35 -0.23 -1.23 -0.2582
H 3.77 -0.15 -0.21 0.0654
H 3.09 0.77 -1.61 0.0561
H 4.00 -0.79 -1.92 0.0391
C 2.28 -2.84 -0.36 -0.2719
H 2.97 -3.30 -1.08 0.0414
H 1.34 -3.43 -0.23 0.0566
H 2.73 -2.62 0.62 0.0638
C -1.48 1.88 -2.77 -0.2731
H -2.35 2.20 -2.16 0.0516
H -1.72 1.75 -3.83 0.0388
H -0.63 2.57 -2.59 0.0512
C -2.40 -0.90 -2.48 -0.2699
H -2.15 -1.91 -2.11 0.0425
H -2.60 -0.90 -3.56 0.0374
H -3.24 -0.50 -1.90 0.0515
Sr 0.19 0.01 0.63 1.1769
C 2.69 -3.11 -6.25 -0.1158
C 3.41 -2.00 -6.10 -0.1299
C 3.54 -0.81 -7.01 -0.1885
C 2.42 -0.63 -8.07 -0.1990
C 1.05 -0.49 -7.45 -0.1117
C 0.20 -1.45 -7.08 -0.1324
C 0.34 -2.94 -7.21 -0.1880
C 1.77 -3.49 -7.39 -0.1986
C -1.81 1.28 1.05 -0.4043
H 2.76 -3.89 -5.48 0.1051
H 4.06 -1.94 -5.21 0.0971
H 4.51 -0.83 -7.53 0.1162
H 3.56 0.08 -6.37 0.1095
H 2.64 0.32 -8.59 0.1103
H 2.47 -1.42 -8.82 0.0976
H 0.74 0.56 -7.31 0.1070
H -0.78 -1.14 -6.69 0.0976
H -0.29 -3.32 -8.03 0.1162
H -0.09 -3.38 -6.29 0.1082
H 1.69 -4.59 -7.39 0.1100
H 2.17 -3.21 -8.37 0.0980
H -1.92 0.59 1.93 -0.0628
H -2.57 1.30 0.27 -0.0950
H -1.17 2.17 1.26 -0.0721
C -0.77 1.16 9.40 -0.0597
C -0.36 1.11 7.95 -0.2863
C -1.02 1.87 6.98 -0.0436
C -0.61 1.85 5.63 -0.0443
C 0.46 1.05 5.14 -0.2317
C 1.10 0.31 6.16 -0.0585
C 0.71 0.31 7.51 -0.0455
S 1.18 1.22 3.49 0.5297
O 0.39 2.26 2.79 -0.3821
O 2.61 1.35 3.73 -0.3228
O 0.96 -0.08 2.68 -0.6692
H -0.70 2.17 9.80 0.0820
H -1.82 0.84 9.53 0.0813
H -0.15 0.51 10.02 0.0712
H -1.86 2.50 7.32 0.1188
H -1.16 2.49 4.94 0.1096
H 1.96 -0.32 5.89 0.1091
H 1.24 -0.29 8.27 0.1123
```


Entry 3:
The following is a quantum chemistry calculation of C6H4O as an isolated structure in a non-equilibrium geometry, from OMol25.

Computed properties:
**Gap between HOMO and LUMO (spin up / spin down)**: 7.163 / 7.165 eV
**M**: 92.1 g mol⁻¹
**Maximum force**: 1.7 eV/A
**Energy above the lowest of the compared OMol25 structures with the same formula, charge and spin**: 5.695 eV

Structure (XYZ):
```
11
Properties=species:S:1:pos:R:3:nbo_charge:R:1
C -1.32 -0.58 -0.79 -0.6859
C -0.60 0.50 -0.13 0.1515
C -0.56 1.75 0.23 -0.2897
C 0.76 1.59 0.82 0.5940
O 1.55 2.28 1.38 -0.4633
C 1.01 -0.01 0.47 -0.2805
C 1.62 -1.07 0.46 -0.0237
H -2.29 -0.12 -0.96 0.2682
H -1.46 -1.47 -0.17 0.2414
H -0.89 -0.87 -1.75 0.2423
H 2.17 -1.99 0.45 0.2458
```


Entry 4:
The following is a quantum chemistry calculation of a 11-piece molecular cluster, C48H73F27O24 overall in a non-equilibrium geometry, from OMol25.

Computed properties:
**Gap between HOMO and LUMO**: 9.663 eV
**M**: 1547.0 g mol⁻¹
**Structure (SMILES)**: CCOC(=O)C(F)(F)F.CCOC(=O)C(F)(F)F.CCOC(=O)C(F)(F)F.CCOC(=O)C(F)(F)F.CCOC(=O)C(F)(F)F.CCOC(=O)C(F)(F)F.CCOC(=O)C(F)(F)F.CCOC(=O)C(F)(F)F.CCOC(=O)C(F)(F)F.COCCOCCOC.COCCOCCOC
**Maximum force**: 3.4 eV/A

Structure (XYZ):
```
172
Properties=species:S:1:pos:R:3:lowdin_charge:R:1
C 6.80 2.22 4.07 -0.0430
C 5.35 2.25 4.53 -0.2310
O 4.57 1.57 3.56 0.0264
C 3.26 1.35 3.81 -0.3477
O 2.80 1.47 4.90 0.1814
C 2.39 1.00 2.61 -0.5271
F 1.38 1.87 2.50 0.1687
F 3.09 1.07 1.47 0.1566
F 1.90 -0.23 2.70 0.1743
H 7.29 1.31 4.42 0.0836
H 7.28 3.00 4.66 0.0864
H 6.86 2.45 3.01 0.0337
H 5.02 3.29 4.66 0.1298
H 5.20 2.01 5.58 0.1261
C -4.36 4.58 2.97 -0.0343
C -4.76 3.60 4.12 -0.1904
O -3.56 2.97 4.55 0.0272
C -3.48 1.63 4.63 -0.3597
O -4.37 0.89 4.33 0.1559
C -2.08 1.07 4.94 -0.5506
F -1.14 1.85 4.39 0.1618
F -1.93 1.07 6.27 0.1762
F -1.92 -0.12 4.37 0.1849
H -3.57 5.18 3.43 0.0764
H -5.16 5.26 2.69 0.0790
H -4.01 3.99 2.13 0.0666
H -5.50 2.92 3.71 0.1014
H -5.26 4.01 5.00 0.1270
C 7.89 -5.19 -2.91 -0.0657
C 7.05 -3.93 -2.88 -0.2024
O 6.24 -3.78 -4.06 0.0570
C 5.16 -3.01 -3.93 -0.3780
O 4.87 -2.34 -2.97 0.1557
C 4.22 -3.05 -5.12 -0.5400
F 4.59 -3.89 -6.10 0.1596
F 2.97 -3.26 -4.75 0.1840
F 4.28 -1.85 -5.73 0.1518
H 8.51 -5.28 -2.02 0.0822
H 8.51 -5.19 -3.81 0.0795
H 7.34 -6.13 -3.02 0.0777
H 7.82 -3.15 -2.79 0.1293
H 6.43 -3.83 -1.99 0.1189
C -7.35 -0.46 1.97 -0.0395
C -6.03 0.25 1.62 -0.1913
O -6.23 0.91 0.38 0.0420
C -5.22 1.60 -0.17 -0.3429
O -4.19 1.79 0.40 0.1503
C -5.41 2.13 -1.60 -0.5435
F -5.15 3.42 -1.61 0.1790
F -4.58 1.56 -2.50 0.1681
F -6.67 1.93 -2.00 0.1711
H -7.50 -0.55 3.05 0.0783
H -7.39 -1.45 1.53 0.0716
H -8.22 0.12 1.66 0.0835
H -5.18 -0.39 1.80 0.1149
H -5.95 1.03 2.38 0.0996
C 2.26 -3.41 2.30 -0.0676
C 2.75 -4.81 2.02 -0.1907
O 2.12 -5.31 0.83 0.0573
C 2.80 -5.29 -0.28 -0.3988
O 3.86 -4.73 -0.41 0.1402
C 2.12 -5.96 -1.50 -0.5386
F 2.47 -7.26 -1.65 0.1453
F 0.80 -5.94 -1.41 0.1755
F 2.48 -5.36 -2.63 0.1698
H 1.23 -3.17 2.05 0.0879
H 2.94 -2.71 1.80 0.0746
H 2.42 -3.12 3.34 0.0822
H 2.43 -5.42 2.86 0.1263
H 3.83 -4.80 1.98 0.1258
C 0.07 4.10 0.78 -0.0414
C 0.14 5.60 0.53 -0.1479
O 0.54 5.83 -0.84 0.0435
C 1.79 5.72 -1.22 -0.3861
O 2.75 5.44 -0.54 0.1047
C 2.07 6.11 -2.67 -0.5421
F 0.97 6.35 -3.39 0.1717
F 2.86 7.17 -2.67 0.1871
F 2.74 5.09 -3.21 0.1670
H 1.08 3.74 0.52 0.0606
H -0.45 3.56 0.00 0.0699
H -0.02 3.65 1.77 0.0762
H 0.75 6.17 1.22 0.1343
H -0.91 5.87 0.69 0.1053
C -0.69 3.59 -3.42 -0.0598
C -2.02 3.88 -2.83 -0.1928
O -2.00 5.09 -2.04 0.0372
C -3.11 5.81 -2.09 -0.3843
O -4.10 5.57 -2.72 0.1508
C -3.01 7.09 -1.21 -0.5554
F -1.83 7.67 -1.33 0.1920
F -4.00 7.90 -1.53 0.1818
F -3.20 6.68 0.06 0.1467
H 0.04 3.55 -2.60 0.0691
H -0.35 4.30 -4.18 0.0802
H -0.61 2.62 -3.91 0.0915
H -2.33 3.07 -2.16 0.1142
H -2.77 3.95 -3.62 0.1270
C -7.98 -4.80 4.50 -0.0715
C -7.71 -3.47 3.92 -0.2291
O -6.65 -3.60 2.95 0.0189
C -5.46 -3.16 3.36 -0.3713
O -5.34 -2.60 4.42 0.1462
C -4.20 -3.39 2.48 -0.5473
F -3.35 -4.16 3.18 0.1697
F -4.49 -4.01 1.35 0.1864
F -3.58 -2.24 2.26 0.1578
H -8.71 -5.32 3.89 0.0835
H -8.52 -4.69 5.45 0.0846
H -7.13 -5.39 4.84 0.0934
H -7.72 -2.72 4.70 0.1258
H -8.51 -3.23 3.22 0.1265
C 1.81 -1.84 -1.78 -0.0204
C 1.54 -0.43 -1.26 -0.1973
O 0.59 -0.51 -0.20 0.0045
C -0.43 0.43 -0.18 -0.3073
O -0.56 1.21 -1.07 0.1478
C -1.31 0.34 1.11 -0.5421
F -2.35 -0.47 1.01 0.1680
F -0.50 -0.03 2.09 0.1657
F -1.81 1.57 1.32 0.1438
H 0.95 -2.20 -2.35 0.0598
H 2.19 -2.50 -1.00 0.0707
H 2.69 -1.82 -2.43 0.0514
H 1.09 0.17 -2.06 0.1222
H 2.44 0.15 -1.02 0.0757
C -1.10 -3.44 -4.06 -0.0771
O -2.45 -3.10 -3.71 -0.2041
C -2.68 -2.28 -2.58 -0.1803
C -2.86 -3.08 -1.31 -0.1575
O -4.12 -3.77 -1.32 -0.1367
C -4.21 -4.95 -2.07 -0.2038
C -5.43 -5.76 -1.73 -0.1993
O -5.70 -6.64 -2.82 -0.2124
C -6.94 -7.31 -2.87 -0.0990
H -1.19 -4.04 -4.96 0.0916
H -0.73 -4.11 -3.28 0.0738
H -0.48 -2.55 -4.21 0.0813
H -3.59 -1.71 -2.77 0.1285
H -1.90 -1.50 -2.54 0.1171
H -2.65 -2.59 -0.36 0.1062
H -2.12 -3.89 -1.28 0.1190
H -3.28 -5.54 -2.03 0.1318
H -4.25 -4.81 -3.16 0.1261
H -6.30 -5.13 -1.53 0.1262
H -5.41 -6.41 -0.85 0.1242
H -7.70 -6.53 -2.97 0.0863
H -7.15 -7.92 -1.98 0.0830
H -6.85 -7.93 -3.76 0.0880
C 8.39 2.70 -2.10 -0.0979
O 8.86 2.70 -0.75 -0.1681
C 8.27 3.64 0.12 -0.2108
C 6.90 3.29 0.72 -0.2165
O 5.96 3.28 -0.31 -0.1211
C 4.65 3.29 0.22 -0.1743
C 3.61 3.21 -0.90 -0.1787
O 3.36 1.90 -1.36 -0.1983
C 4.46 1.07 -1.67 -0.0866
H 7.55 2.03 -2.25 0.0739
H 9.19 2.29 -2.72 0.0803
H 8.25 3.69 -2.55 0.0910
H 8.24 4.68 -0.25 0.1263
H 9.03 3.65 0.91 0.1252
H 6.71 4.13 1.41 0.1304
H 7.16 2.37 1.27 0.1122
H 4.49 4.24 0.75 0.1271
H 4.40 2.49 0.93 0.1083
H 4.01 3.76 -1.76 0.1272
H 2.70 3.69 -0.56 0.0798
H 5.18 0.99 -0.86 0.0996
H 4.86 1.15 -2.69 0.1025
H 4.00 0.08 -1.69 0.0595
```


Entry 5:
The following is a quantum chemistry calculation of C3H3Cl2F3 in the gas phase in a non-equilibrium geometry, from OMol25.

Computed properties:
**Gap between HOMO and LUMO**: 11.780 eV
**M**: 167.0 g mol⁻¹
**Structure (SMILES)**: FC(F)[C@@H](F)C(Cl)Cl
**Maximum force**: 4.8 eV/A
**Energy above the lowest of the compared OMol25 structures with the same formula, charge and spin**: 2.486 eV

Structure (XYZ):
```
11
Properties=species:S:1:pos:R:3:nbo_charge:R:1
F 1.31 -1.81 0.09 -0.3202
C 0.08 -1.31 -0.30 0.5262
F -0.77 -1.44 0.99 -0.4132
C 0.17 0.25 -0.68 0.1093
F -0.76 0.51 -1.69 -0.3253
C -0.24 1.02 0.61 -0.1720
Cl -0.15 2.86 0.36 -0.0607
Cl 0.95 0.74 1.92 0.0279
H -0.59 -1.99 -1.10 0.2021
H 1.22 0.40 -0.81 0.2038
H -1.22 0.76 0.62 0.2220
```


Entry 6:
The following is a quantum chemistry calculation of C4H8O2 in the gas phase in a non-equilibrium geometry, from OMol25.

Computed properties:
**Gap between HOMO and LUMO**: 10.683 eV
**M**: 88.1 g mol⁻¹
**Structure (SMILES)**: O[C@H]1CC[C@@H]1O
**Maximum force**: 2.7 eV/A
**Energy above the lowest of the compared OMol25 structures with the same formula, charge and spin**: 1.963 eV

Structure (XYZ):
```
14
Properties=species:S:1:pos:R:3:nbo_charge:R:1
O 1.52 -1.19 -0.19 -0.6987
C 0.67 -0.19 0.35 0.0662
C 0.88 1.25 -0.02 -0.4371
C -0.68 1.35 -0.01 -0.4216
C -0.72 -0.16 -0.37 0.0880
O -1.71 -1.06 0.05 -0.6860
H 2.22 -1.23 0.47 0.4615
H 0.52 -0.31 1.41 0.1572
H 1.26 1.33 -1.04 0.2195
H 1.43 1.87 0.73 0.2107
H -1.13 2.10 -0.64 0.2124
H -1.11 1.47 1.01 0.1884
H -0.54 -0.20 -1.42 0.1762
H -2.08 -0.64 0.89 0.4633
```


Entry 7:
The following is a quantum chemistry calculation of C35H41Cl2N2OP3Pt as an isolated structure in a non-equilibrium geometry, from OMol25.

Computed properties:
**Total charge**: +2
**2S+1**: 5
**Gap between HOMO and LUMO (spin up / spin down)**: 5.473 / 6.472 eV
**M**: 864.6 g mol⁻¹
**Maximum force**: 2.9 eV/A
**Energy above the lowest of the compared OMol25 structures with the same formula, charge and spin**: 0.000 eV
**<S²>**: 6.02

Structure (XYZ):
```
85
Properties=species:S:1:pos:R:3:mulliken_spin:R:1
P -2.11 2.20 -0.04 0.0501
C -3.54 2.48 1.04 0.0028
C -3.59 3.64 1.84 0.0037
H -2.69 4.24 1.98 0.0004
C -4.79 4.04 2.42 -0.0009
H -4.83 4.97 2.98 0.0000
C -5.94 3.25 2.28 0.0019
H -6.88 3.57 2.73 0.0001
C -5.87 2.04 1.56 0.0010
H -6.76 1.42 1.47 0.0000
C -4.67 1.65 0.96 0.0071
H -4.62 0.71 0.41 -0.0021
C -0.81 3.31 0.54 0.0068
C -0.10 2.98 1.70 -0.0022
H -0.20 1.98 2.13 -0.0099
C 0.70 3.94 2.31 0.0021
H 1.23 3.69 3.23 -0.0001
C 0.84 5.21 1.75 -0.0003
H 1.45 5.97 2.24 0.0000
C 0.18 5.52 0.56 0.0004
H 0.29 6.50 0.10 -0.0001
C -0.63 4.57 -0.07 0.0064
H -1.12 4.79 -1.01 0.0003
C -2.63 2.78 -1.67 0.0062
C -3.71 3.67 -1.78 -0.0007
H -4.36 3.84 -0.92 0.0004
C -3.93 4.35 -2.97 -0.0004
H -4.74 5.08 -3.02 -0.0001
C -3.13 4.09 -4.09 0.0012
H -3.29 4.65 -5.01 0.0001
C -2.12 3.13 -4.01 -0.0010
H -1.51 2.90 -4.89 -0.0001
C -1.88 2.45 -2.81 0.0010
H -1.12 1.66 -2.77 -0.0026
Pt 0.88 -3.64 0.68 1.4064
C 1.99 -2.18 -0.23 0.5229
C 2.16 -0.84 -0.33 0.0821
H 2.77 -2.78 -0.73 -0.0167
C 1.14 0.32 -0.16 0.2462
O 1.43 1.23 -1.25 0.0528
H 0.81 2.00 -1.23 -0.0152
C -0.29 0.07 -0.21 0.4393
H 1.34 0.84 0.80 0.0002
C -1.49 0.57 -0.09 0.0445
Cl 2.88 -4.90 0.86 0.4069
Cl -1.49 -3.40 0.82 0.3960
P 1.11 -2.93 2.81 0.1678
C 0.85 -4.39 3.86 -0.0313
H 1.62 -5.13 3.60 0.0002
H -0.14 -4.81 3.63 0.0039
H 0.92 -4.11 4.92 0.0087
C 2.76 -2.28 3.17 0.0018
H 2.89 -1.31 2.66 -0.0005
H 3.51 -2.98 2.80 0.0048
H 2.88 -2.13 4.25 0.0032
C -0.05 -1.64 3.32 0.0191
H -1.07 -2.02 3.21 0.0058
H 0.06 -0.77 2.67 0.0008
H 0.15 -1.35 4.36 0.0026
P 3.84 -0.39 -0.94 0.0362
C 5.08 -1.67 -0.68 0.0046
C 4.32 1.03 0.04 0.0112
H 4.83 -2.59 -1.22 -0.0030
H 5.19 -1.89 0.39 0.0008
H 6.03 -1.27 -1.07 0.0010
H 3.52 1.78 0.01 -0.0025
H 5.25 1.44 -0.38 0.0027
H 4.50 0.70 1.07 0.0007
C 3.85 -0.02 -2.70 0.0033
H 3.89 -0.95 -3.28 0.0001
H 4.74 0.58 -2.91 -0.0001
H 2.94 0.55 -2.95 0.0000
H -2.30 -0.16 0.07 0.0443
N -0.90 -9.13 -1.92 0.0014
C -0.52 -8.03 -2.07 -0.0028
C -0.04 -6.68 -2.21 0.0091
C 0.37 -6.15 -3.44 -0.0039
C 0.83 -4.85 -3.50 0.0074
C 0.89 -4.10 -2.32 -0.0033
N 0.57 -4.64 -1.14 0.0657
C 0.04 -5.88 -1.07 0.0068
H 0.32 -6.78 -4.33 0.0000
H 1.13 -4.37 -4.43 0.0012
H 1.21 -3.06 -2.31 0.0017
H -0.31 -6.19 -0.08 -0.0062
```